# 1
The molecule C6H14 at a distorted geometry, computed with the ωB97M-V functional and the def2-TZVPD basis.

Values from the calculation:
Calculated total energy ... -236.9543 a.u.
Spin multiplicity ... 1
ΔE to the lowest compared entry with this formula, charge and spin ... 149.8 kJ/mol
HOMO-LUMO gap ... 0.41822 hartree
LUMO ... 1.118 eV
Total charge ... 0

Each line ends with the Löwdin charge.
Element x y z (Å)
1 C 2.335 0.081 0.616  -0.1054
2 C 1.432 1.150 -0.039  -0.2518
3 C -0.086 0.800 0.167  -0.2285
4 C -0.810 -0.481 0.060  -0.4790
5 C -2.211 -0.381 0.594  -0.0831
6 C -0.722 -1.070 -1.361  -0.0578
7 H 3.197 0.690 1.056  0.0863
8 H 1.867 -0.409 1.441  0.0525
9 H 2.695 -0.546 -0.200  0.0679
10 H 1.525 1.203 -1.065  0.0551
11 H 1.661 2.188 0.407  0.1278
12 H -0.559 1.608 -0.529  0.1499
13 H -0.139 1.055 1.198  0.0920
14 H -0.314 -1.218 0.676  0.1205
15 H -2.215 -0.269 1.780  0.1281
16 H -2.829 -1.225 0.364  0.0644
17 H -2.669 0.468 0.145  0.0614
18 H 0.268 -0.886 -1.889  0.1040
19 H -0.943 -2.082 -1.478  0.0499
20 H -1.483 -0.677 -1.943  0.0459

# 2
A structure of composition C16H26F3HgN4O8S at a distorted geometry, computed with the ωB97M-V functional and the def2-TZVPD basis.

Values from the calculation:
Calculated total energy ... -2296.7839 a.u.
Spin multiplicity ... 1
HOMO-LUMO gap ... 0.05975 hartree
LUMO ... -9.834 eV
Total charge ... +1

Each line ends with the Löwdin charge.
Element x y z (Å)
1 Hg 2.460 20.241 -5.595  1.2235
2 C 2.055 23.391 -2.222  -0.6141
3 F 0.948 23.291 -2.939  0.1339
4 F 2.693 24.423 -2.706  0.1670
5 F 1.656 23.541 -0.912  0.1050
6 S 3.152 21.815 -2.449  0.5535
7 O 2.973 21.103 -1.179  -0.3017
8 O 2.532 21.177 -3.642  -0.5689
9 O 4.553 22.197 -2.661  -0.2788
10 C -2.599 22.289 -2.288  -0.3526
11 O -2.553 22.252 -3.504  0.0455
12 N -1.828 21.551 -1.533  -0.1240
13 C -1.930 21.711 -0.121  -0.0567
14 C -0.825 20.474 -2.015  0.0397
15 H -3.308 22.918 -1.728  0.1494
16 H -1.758 20.747 0.357  0.0851
17 H -2.750 22.197 0.409  0.1086
18 H -0.988 22.197 0.132  0.0861
19 H -0.469 20.792 -2.995  0.0697
20 H 0.021 20.325 -1.344  0.0655
21 H -1.246 19.475 -2.125  0.1022
22 C 5.194 24.473 3.354  -0.3160
23 O 5.772 25.424 3.907  0.0140
24 N 4.456 24.664 2.289  -0.1589
25 C 3.675 23.636 1.599  -0.0356
26 C 4.327 26.012 1.760  -0.0143
27 H 5.238 23.468 3.803  0.1447
28 H 3.792 22.589 1.881  0.0891
29 H 3.852 23.686 0.524  0.0750
30 H 2.604 23.838 1.581  0.0850
31 H 4.837 26.814 2.294  0.0968
32 H 4.647 25.980 0.719  0.0991
33 H 3.265 26.225 1.883  0.0998
34 C 1.591 18.388 -0.016  -0.3428
35 O 1.192 17.326 -0.507  0.0249
36 N 1.137 18.931 1.119  -0.1602
37 C 1.719 20.172 1.641  -0.0445
38 C 0.079 18.332 2.024  -0.0062
39 H 2.372 19.038 -0.439  0.1114
40 H 0.927 20.905 1.491  0.0866
41 H 2.627 20.359 1.067  0.0629
42 H 2.030 19.947 2.662  0.1023
43 H -0.328 19.026 2.759  0.0881
44 H -0.861 18.079 1.535  0.0803
45 H 0.464 17.368 2.359  0.0988
46 C 1.577 24.941 -5.915  -0.0519
47 C 1.894 24.179 -7.021  -0.0934
48 C 1.148 24.194 -8.153  -0.0237
49 C 0.162 25.129 -8.391  -0.1109
50 C 0.015 26.043 -7.341  0.0179
51 C 0.644 25.907 -6.131  -0.0601
52 N -0.566 25.104 -9.660  -0.3068
53 O -0.573 24.095 -10.425  0.0527
54 O -1.295 26.043 -9.932  0.0988
55 H 2.183 24.738 -5.044  0.0967
56 H 2.696 23.455 -7.046  0.0906
57 H 1.331 23.375 -8.832  0.1217
58 H -0.823 26.721 -7.412  0.1281
59 H 0.131 26.472 -5.367  0.1219

# 3
The molecule C17H24N2O2 at a distorted geometry, computed with the ωB97M-V functional and the def2-TZVPD basis.

Values from the calculation:
Calculated total energy ... -922.1877 a.u.
Spin multiplicity ... 1
ΔE to the lowest compared entry with this formula, charge and spin ... 160.0 kJ/mol
HOMO-LUMO gap ... 0.31667 hartree
LUMO ... 0.676 eV
Total charge ... 0

Each line ends with the Löwdin charge.
Element x y z (Å)
1 C 2.308 4.206 2.801  -0.1106
2 C 3.110 3.007 2.346  -0.2361
3 C 2.294 1.738 2.486  -0.1883
4 C 1.355 1.360 1.456  0.0291
5 C 0.582 0.214 1.489  -0.1054
6 C -0.322 -0.176 0.318  -0.1103
7 C 0.220 0.381 -1.031  -0.0982
8 C -0.579 -0.251 -2.151  -0.3322
9 N -1.696 0.276 -2.614  0.1606
10 C -2.115 -0.607 -3.714  -0.2928
11 C -3.586 -1.031 -3.591  -0.1510
12 C -3.811 -1.889 -2.357  -0.1918
13 C -2.799 -3.028 -2.211  -0.1885
14 C -1.836 -3.134 -3.390  -0.1276
15 C -1.149 -1.784 -3.702  -0.2444
16 O -0.184 -1.426 -2.705  0.0304
17 C 0.864 -0.719 2.596  -0.4130
18 O 0.331 -1.824 2.687  0.0275
19 N 1.688 -0.304 3.647  0.1565
20 C 2.443 0.862 3.560  -0.2333
21 C 3.412 1.071 4.678  -0.0305
22 H 3.003 5.064 2.868  0.0770
23 H 1.506 4.433 2.081  0.0781
24 H 1.882 3.990 3.807  0.0870
25 H 4.047 2.958 2.931  0.1061
26 H 3.391 3.163 1.280  0.1200
27 H 1.328 2.073 0.627  0.1170
28 H -1.327 0.214 0.496  0.1279
29 H -0.406 -1.254 0.220  0.1123
30 H 0.084 1.455 -1.086  0.1097
31 H 1.270 0.132 -1.164  0.1256
32 H -1.965 -0.068 -4.634  0.1313
33 H -3.902 -1.564 -4.454  0.1005
34 H -4.155 -0.093 -3.534  0.1188
35 H -3.849 -1.289 -1.407  0.1219
36 H -4.798 -2.309 -2.415  0.0924
37 H -3.282 -3.967 -2.035  0.0979
38 H -2.201 -2.875 -1.310  0.1050
39 H -2.409 -3.512 -4.261  0.1257
40 H -1.083 -3.893 -3.137  0.1182
41 H -0.631 -1.865 -4.676  0.1522
42 H 2.015 -1.071 4.232  0.1601
43 H 3.087 0.501 5.605  0.1048
44 H 3.449 2.082 5.008  0.0617
45 H 4.420 0.754 4.359  0.0987

# 4
A cluster of 2 separate species, C4H4NP in total at a distorted geometry, computed with the ωB97M-V functional and the def2-TZVPD basis.

Values from the calculation:
Calculated total energy ... -550.6353 a.u.
Spin multiplicity ... 1
ΔE to the lowest compared entry with this formula, charge and spin ... 484.1 kJ/mol
HOMO-LUMO gap (spin up / spin down) ... 0.16795 / 0.16851 hartree
LUMO (spin up / spin down) ... -4.099 / -4.093 eV
Total charge ... 0

Each line ends with the Löwdin charge.
Element x y z (Å)
1 C 0.883 0.823 -0.094  0.2890
2 C 0.337 -0.104 0.574  -0.1272
3 C 1.439 3.363 -1.298  -0.3833
4 C -0.205 -1.208 1.105  -0.2957
5 N 1.181 3.805 -2.325  -0.1501
6 P -1.068 -2.450 0.107  0.9240
7 H 1.223 1.806 -0.412  -0.1082
8 H 0.126 -1.703 1.990  0.0655
9 H -1.822 -1.626 -0.580  -0.1122
10 H -2.095 -2.706 0.933  -0.1018

# 5
The molecule C6H6O at a distorted geometry, computed with the ωB97M-V functional and the def2-TZVPD basis.

Values from the calculation:
Calculated total energy ... -307.3694 a.u.
Spin multiplicity ... 1
ΔE to the lowest compared entry with this formula, charge and spin ... 246.8 kJ/mol
HOMO-LUMO gap ... 0.30962 hartree
LUMO ... 0.477 eV
Total charge ... 0

Each line ends with the Löwdin charge.
Element x y z (Å)
1 C 0.363 0.279 1.497  -0.1003
2 C -0.943 0.496 1.325  -0.1053
3 C -1.554 0.256 0.007  -0.0772
4 C -0.946 0.098 -1.234  -0.0908
5 O 0.432 0.061 -1.538  -0.0734
6 C 1.294 -0.626 -0.639  -0.1155
7 C 1.324 -0.567 0.692  -0.0650
8 H 0.818 0.652 2.377  0.0786
9 H -1.501 1.003 2.058  0.0833
10 H -2.677 0.408 -0.057  0.1111
11 H -1.511 0.094 -2.176  0.1142
12 H 2.094 -1.110 -1.148  0.1007
13 H 2.089 -1.144 1.360  0.1396

# 6
The ion C8H13N2O with charge +1 at a distorted geometry, computed with the ωB97M-V functional and the def2-TZVPD basis.

Values from the calculation:
Calculated total energy ... -496.9385 a.u.
Spin multiplicity ... 1
ΔE to the lowest compared entry with this formula, charge and spin ... 557.6 kJ/mol
HOMO-LUMO gap (spin up / spin down) ... 0.29736 / 0.29737 hartree
LUMO (spin up / spin down) ... -5.499 / -5.500 eV
Total charge ... +1

Each line ends with the Löwdin charge.
Element x y z (Å)
1 C -1.715 -2.518 0.870  0.0382
2 C -1.579 -0.226 0.488  -0.0678
3 C -0.339 -2.834 0.490  -0.0339
4 C -0.372 -0.091 0.000  0.0904
5 C 1.337 0.778 -1.645  -0.0294
6 C 1.554 1.027 0.802  -0.0502
7 C -0.281 2.346 -0.497  -0.0241
8 C 0.548 1.003 -0.374  -0.5773
9 N -2.334 -1.345 0.752  0.0919
10 N 0.508 -1.997 -0.037  -0.0792
11 O 1.659 -2.041 -0.439  0.0908
12 H -2.357 -3.345 1.330  0.1763
13 H -2.010 0.826 0.779  0.1852
14 H 0.018 -3.834 0.765  0.1431
15 H 2.379 0.993 -1.557  0.0867
16 H 1.102 -0.232 -2.005  0.0837
17 H 0.901 1.507 -2.406  0.1099
18 H 2.570 0.535 0.713  0.1027
19 H 1.161 0.527 1.782  0.1157
20 H 1.749 2.115 0.986  0.0977
21 H 0.540 3.102 -0.667  0.1162
22 H -0.935 2.674 0.318  0.0856
23 H -0.820 2.293 -1.443  0.0885
24 H -3.285 -1.264 0.997  0.1592